1.
{"formula": "C3H4N3", "method": "ωB97M-V/def2-TZVPD", "species": ["C", "C", "C", "N", "N", "N", "H", "H", "H", "H"], "positions_angstrom": [[0.588, 2.637, -0.526], [-0.495, 0.145, -1.048], [-0.431, -0.867, -0.098], [0.028, 2.739, -1.552], [-0.876, 0.923, -1.852], [-0.718, 2.068, -2.390], [1.431, 2.946, 0.078], [-1.108, -1.847, -0.211], [-0.820, -0.519, 0.963], [0.667, -1.391, -0.012]], "forces_ev_per_angstrom": [[1.41, -1.68, 2.43], [-0.52, 1.19, -0.34], [0.53, -4.58, 3.41], [0.63, 3.59, -2.07], [-0.96, -3.86, 0.30], [-0.59, 1.07, -0.99], [-0.34, 0.47, 0.03], [1.10, 2.26, -0.65], [1.20, -0.19, -2.05], [-2.46, 1.72, -0.09]], "e_homo_ev": [-13.0, -17.1], "largest_force_ha_per_bohr": 0.1116, "total_charge": 1, "s2": 2.028, "homo_lumo_gap_ev": [8.0, 9.2], "multiplicity": 3}

2.
{"formula": "C2H3O2Rb", "method": "ωB97M-V/def2-TZVPD", "species": ["O", "Rb", "O", "C", "C", "H", "H", "H"], "positions_angstrom": [[1.087, -0.730, 0.478], [1.730, 0.512, -2.328], [1.997, 0.381, 0.229], [-0.439, -0.212, 0.605], [-0.988, 0.251, -0.669], [-0.924, -1.116, 1.029], [-0.374, 0.599, 1.365], [-2.088, 0.314, -0.709]], "forces_ev_per_angstrom": [[-2.18, 0.74, 0.01], [-0.68, -0.22, 0.71], [-0.08, 0.00, 0.25], [2.33, -0.35, -0.28], [0.22, 0.09, -0.97], [0.23, 0.20, 0.02], [0.09, -0.40, -0.10], [0.08, -0.07, 0.37]], "e_homo_ev": [-1.1, -1.7], "largest_force_ha_per_bohr": 0.0461, "total_charge": -1, "s2": 0.760, "homo_lumo_gap_ev": [3.1, 3.7], "multiplicity": 2}

3.
{"formula": "C3H11N2O2", "method": "ωB97M-V/def2-TZVPD", "species": ["C", "N", "C", "O", "C", "N", "H", "H", "H", "H", "H", "H", "H", "H", "H", "H", "H", "O"], "positions_angstrom": [[-0.069, 0.532, -0.798], [0.729, 1.478, -0.092], [1.975, 0.820, 0.107], [2.540, -0.397, -0.291], [-0.212, -0.778, -0.018], [-1.455, -1.534, -0.221], [0.209, 0.123, -1.856], [-1.137, 0.916, -0.904], [1.870, 0.866, 3.496], [1.672, -0.292, 0.519], [2.696, 1.448, 0.550], [-0.323, -0.455, 1.048], [0.580, -1.503, -0.248], [-2.351, -0.992, 0.072], [-1.610, -1.668, -1.237], [1.723, 0.830, 2.767], [-3.589, 0.583, -1.803], [-3.246, 0.022, -1.090]], "forces_ev_per_angstrom": [[-3.43, -0.83, -2.18], [6.14, -4.19, -0.17], [-2.23, 5.89, -2.01], [-2.80, 1.41, 1.58], [-2.55, -0.80, 0.97], [-0.83, 0.05, 0.03], [0.30, 1.44, 1.43], [1.16, -0.47, 0.02], [0.00, -0.03, -0.07], [1.03, -3.38, -0.31], [0.84, 0.72, 0.84], [0.91, -0.45, -0.34], [0.01, 0.45, 0.45], [2.10, -0.67, -1.11], [-0.06, 0.28, 0.97], [-0.02, 0.05, 0.16], [-0.08, -0.16, 0.38], [-0.48, 0.70, -0.65]], "e_homo_ev": -3.0, "largest_force_ha_per_bohr": 0.1445, "total_charge": -1, "homo_lumo_gap_ev": 6.2, "multiplicity": 1}

4.
{"formula": "C8H32N16O8", "method": "ωB97M-V/def2-TZVPD", "species": ["N", "C", "N", "O", "H", "H", "H", "H", "N", "C", "N", "O", "H", "H", "H", "H", "N", "C", "N", "O", "H", "H", "H", "H", "N", "C", "N", "O", "H", "H", "H", "H", "N", "C", "N", "O", "H", "H", "H", "H", "N", "C", "N", "O", "H", "H", "H", "H", "N", "C", "N", "O", "H", "H", "H", "H", "N", "C", "N", "O", "H", "H", "H", "H"], "positions_angstrom": [[12.224, -14.987, -18.579], [11.288, -14.707, -19.527], [11.300, -15.492, -20.643], [10.587, -13.689, -19.496], [12.890, -15.714, -18.723], [12.187, -14.323, -17.825], [10.805, -15.155, -21.467], [11.988, -16.217, -20.712], [13.623, -14.478, -27.617], [13.992, -15.250, -28.690], [13.433, -16.494, -28.674], [14.774, -14.879, -29.556], [13.866, -13.504, -27.649], [13.133, -14.819, -26.811], [12.824, -16.799, -27.931], [13.387, -16.955, -29.566], [15.063, -21.026, -27.990], [14.921, -19.851, -27.328], [13.971, -19.843, -26.325], [15.726, -18.929, -27.408], [14.511, -21.828, -27.756], [15.557, -20.941, -28.862], [13.285, -20.545, -26.116], [13.740, -18.914, -26.001], [14.973, -17.129, -25.307], [14.613, -17.035, -23.989], [14.889, -18.200, -23.304], [14.170, -16.022, -23.467], [14.925, -16.379, -25.975], [15.520, -17.922, -25.598], [14.665, -18.271, -22.329], [15.350, -18.994, -23.704], [4.503, -16.702, -23.574], [4.860, -16.134, -24.782], [6.145, -15.672, -24.815], [4.153, -16.185, -25.775], [3.568, -17.075, -23.584], [4.865, -16.437, -22.678], [6.672, -15.669, -23.960], [6.544, -15.335, -25.668], [10.284, -19.162, -30.193], [10.920, -20.084, -29.405], [11.749, -19.515, -28.467], [10.666, -21.281, -29.460], [10.647, -18.237, -30.329], [9.635, -19.510, -30.877], [11.450, -18.608, -28.123], [12.188, -20.198, -27.886], [8.338, -13.495, -23.970], [9.040, -13.818, -22.857], [9.448, -12.804, -22.071], [9.431, -14.989, -22.670], [8.190, -14.213, -24.648], [8.035, -12.567, -24.194], [9.141, -11.870, -22.258], [10.020, -13.006, -21.257], [11.188, -16.687, -24.578], [10.636, -17.009, -25.787], [9.305, -17.267, -25.768], [11.339, -17.174, -26.797], [10.533, -16.538, -23.829], [12.161, -16.776, -24.354], [8.924, -17.368, -26.695], [8.836, -17.050, -24.908]], "forces_ev_per_angstrom": [[-1.26, 0.41, 0.04], [0.56, 0.87, -1.89], [0.09, -0.14, 0.80], [-0.04, -0.39, 0.54], [0.30, -0.01, 0.42], [0.60, -0.40, 0.23], [-0.10, -0.40, 0.19], [0.03, -0.04, -0.31], [0.32, 0.65, 0.11], [0.31, -0.32, -0.09], [0.10, -0.18, -0.35], [-0.70, 0.20, 0.26], [0.22, -0.15, 0.11], [-0.27, -0.14, -0.14], [-0.21, 0.18, -0.12], [0.29, -0.22, 0.19], [0.08, 0.41, -0.47], [0.84, -0.29, 1.76], [-0.13, 0.61, 0.24], [-0.67, -0.15, -0.74], [-0.19, -0.06, -0.38], [0.06, -0.47, 0.08], [0.07, -0.27, -0.39], [0.02, -0.07, 0.06], [-0.24, -0.37, 0.38], [1.35, 0.11, -0.53], [-0.42, 0.10, 0.45], [-0.66, -0.41, 0.08], [-0.05, 0.31, 0.32], [0.06, 0.05, -0.44], [-0.01, 0.28, -0.01], [-0.02, 0.04, -0.32], [-0.57, -0.07, -0.37], [0.08, -0.78, -0.52], [0.10, 0.10, 0.62], [0.11, 0.17, 0.49], [-0.01, 0.11, 0.11], [0.21, 0.18, -0.07], [0.23, 0.12, -0.12], [-0.22, 0.06, -0.12], [-0.21, 0.08, -0.25], [-0.75, -0.33, 0.57], [-0.29, -0.05, -1.20], [0.49, 0.39, -0.23], [0.11, 0.01, 0.05], [0.09, -0.09, -0.02], [0.42, -0.26, 0.50], [-0.02, 0.25, 0.41], [-0.49, 0.08, -0.02], [1.63, -0.39, -0.21], [-0.37, -0.03, -0.16], [-0.77, 0.37, -0.27], [0.05, -0.04, -0.05], [0.03, 0.07, 0.07], [0.08, 0.10, 0.13], [-0.24, -0.05, 0.36], [-1.26, -0.04, -0.36], [1.90, -0.79, 0.59], [0.85, 0.46, -0.32], [-0.57, 0.24, 0.21], [0.28, 0.26, 0.35], [0.23, 0.27, -0.29], [-0.69, 0.02, 0.41], [-0.76, -0.14, -0.38]], "e_homo_ev": -9.4, "largest_force_ha_per_bohr": 0.0419, "homo_lumo_gap_ev": 9.5, "multiplicity": 1}

5.
{"formula": "H3OP", "method": "ωB97M-V/def2-TZVPD", "species": ["O", "P", "H", "H", "H"], "positions_angstrom": [[-1.519, 0.000, 0.029], [-0.068, -0.031, -0.002], [0.483, -0.708, -1.083], [0.565, 1.357, -0.047], [0.539, -0.618, 1.103]], "forces_ev_per_angstrom": [[-1.69, -0.06, 0.03], [1.43, 2.13, 0.01], [0.40, -0.09, -0.24], [-0.49, -1.86, -0.01], [0.36, -0.12, 0.20]], "e_homo_ev": -10.8, "largest_force_ha_per_bohr": 0.0499, "homo_lumo_gap_ev": 11.6, "multiplicity": 1}